Entry from the OMol25 dataset: C15H32As2MnN2O5 as an isolated structure in a non-equilibrium geometry (ωB97M-V/def2-TZVPD).

Properties
Maximum force, Eh/bohr: 0.1595
Total energy, Eh: -6698.43740
Gap between HOMO and LUMO (alpha / beta), eV: 5.375 / 7.664

Structure (ORCA input):
```
! wB97M-V def2-TZVPD RIJCOSX def2/J DEFGRID3
* xyz 1 5
O 3.626 -1.947 -0.852
H 4.256 -2.231 0.024
Mn 0.460 0.633 -0.695
N 0.746 2.070 -2.252
N -0.566 -0.172 -2.572
O 1.746 2.950 -2.201
O -1.361 -1.294 -2.786
C -0.223 2.081 -3.197
C -0.914 0.830 -3.375
C -0.465 3.307 -3.987
C -2.014 0.557 -4.304
H 0.259 4.059 -3.639
H -1.504 3.657 -3.795
H -0.335 3.079 -5.048
H -2.952 0.320 -3.789
H -1.810 -0.269 -4.998
H -2.182 1.448 -4.893
H 2.694 1.854 -1.486
H -0.956 -2.068 -2.343
O -1.973 1.487 0.047
H -2.341 1.938 0.839
H -2.542 1.783 -0.671
C 2.352 -2.849 -1.449
H 2.468 -3.534 -0.657
H 2.910 -2.727 -2.379
H 1.198 -2.722 -1.750
O 2.668 0.861 -1.166
H 4.161 -1.090 -1.201
H 3.371 0.701 -0.442
C -2.911 -1.578 0.098
As -1.034 -1.374 0.567
C -0.545 -3.154 1.192
C -1.287 -0.547 2.329
C -2.374 -0.812 3.151
C -2.465 -0.162 4.393
C -1.448 0.706 4.821
C -0.326 0.947 3.984
C -0.262 0.325 2.731
As 1.247 0.598 1.557
C 2.031 2.305 2.096
C 2.510 -0.719 2.295
H -2.960 -1.891 -0.950
H -3.385 -0.600 0.227
H -3.352 -2.329 0.760
H 0.547 -3.255 1.165
H -0.916 -3.268 2.220
H -1.018 -3.884 0.519
H -3.161 -1.495 2.840
H -3.319 -0.337 5.046
H -1.501 1.226 5.798
H 0.493 1.611 4.313
H 2.151 2.310 3.186
H 3.004 2.408 1.591
H 1.339 3.094 1.767
H 3.000 -0.227 3.140
H 1.935 -1.575 2.652
H 3.227 -1.032 1.534
*
```

These are the Löwdin partial charges, in e, on atoms 1 to 5: number 1, O, carries -0.226; number 2, H, carries 0.166; number 3, Mn, carries 0.482; number 4, N, carries -0.161; number 5, N, carries -0.051

=====

Entry from the OMol25 dataset: C15H32CaNO3P2 as an isolated structure in a non-equilibrium geometry (ωB97M-V/def2-TZVPD).

Properties
Relative energy (zero: lowest compared OMol25 entry of this formula, charge and spin), eV: 5.969
Maximum force, Eh/bohr: 0.0792
Total energy, Eh: -2231.23082
Gap between HOMO and LUMO, eV: 3.426

Structure (ORCA input):
```
! wB97M-V def2-TZVPD RIJCOSX def2/J DEFGRID3
* xyz 1 1
Ca -0.279 -0.003 0.807
P -0.073 2.693 -0.163
C -1.481 2.300 -1.142
C -1.648 1.048 -1.824
N -1.191 -0.161 -1.392
C -1.158 -1.227 -2.235
C -1.677 -1.135 -3.523
C -2.257 0.060 -3.945
C -2.297 1.156 -3.083
C -0.520 -2.547 -1.782
P -0.425 -2.764 0.048
H -2.695 2.115 -3.335
H -1.632 -2.030 -4.181
H -2.685 0.162 -4.954
H -1.098 -3.385 -2.228
H 0.516 -2.600 -2.178
H -2.738 1.594 0.548
H -2.374 3.000 -1.113
H -2.677 -0.833 2.259
O -2.638 1.053 1.302
H -3.550 1.211 1.548
H -1.016 -1.354 2.458
O -2.060 -1.607 2.593
H -2.277 -1.762 3.515
C -2.018 -3.630 0.273
H -2.035 -4.540 -0.343
H -2.154 -3.915 1.326
H -2.857 -2.988 -0.027
C 0.707 -4.196 0.063
H 1.013 -4.379 1.100
H 0.231 -5.101 -0.339
H 1.605 -3.966 -0.528
C 0.861 3.132 -1.686
H 0.473 4.110 -2.019
H 1.919 3.159 -1.406
H 0.659 2.359 -2.449
C -0.553 4.341 0.498
H 0.211 4.619 1.241
H -0.557 5.063 -0.332
H -1.539 4.306 0.987
C 3.318 1.665 1.106
C 2.924 0.395 1.859
C 3.807 -0.757 1.390
C 3.092 0.616 3.359
O 1.584 0.067 1.607
H 4.365 1.921 1.314
H 2.693 2.515 1.405
H 3.213 1.530 0.023
H 4.859 -0.567 1.630
H 3.502 -1.694 1.868
H 3.720 -0.891 0.305
H 2.463 1.447 3.695
H 2.787 -0.281 3.908
H 4.133 0.844 3.614
*
```

These are the Löwdin partial charges, in e, on atoms 1 to 5: number 1, Ca, carries 1.100; number 2, P, carries 0.754; number 3, C, carries -0.421; number 4, C, carries -0.422; number 5, N, carries -0.048

=====

Entry from the OMol25 dataset: C15H32N2O5P2Pr as an isolated structure in a non-equilibrium geometry (ωB97M-V/def2-TZVPD).

Properties
Maximum force, Eh/bohr: 0.1936
Total energy, Eh: -2275.55872
Gap between HOMO and LUMO (alpha / beta), eV: 5.611 / 5.719

Structure (ORCA input):
```
! wB97M-V def2-TZVPD RIJCOSX def2/J DEFGRID3
* xyz 1 3
O 3.595 2.480 -2.520
H 3.787 2.876 -3.376
Pr -0.663 0.114 -0.724
N -2.411 -0.368 -1.498
N -0.039 -0.341 -2.530
O -3.689 -0.348 -0.906
O 1.279 -0.391 -3.029
C -2.356 -0.771 -2.716
C -0.947 -0.815 -3.301
C -3.541 -1.228 -3.573
C -0.738 -1.380 -4.711
H -4.482 -0.795 -3.235
H -3.646 -2.312 -3.534
H -3.429 -0.931 -4.615
H 0.279 -1.742 -4.861
H -0.927 -0.614 -5.462
H -1.391 -2.229 -4.911
H -3.510 -0.043 -0.005
H 1.762 0.181 -2.402
O -0.447 -2.215 -0.259
H -1.272 -1.660 -0.411
H 0.301 -1.720 -0.716
C 2.314 2.829 -2.154
H 2.113 2.742 -1.095
H 1.557 2.468 -2.836
H 2.256 3.908 -2.299
O -1.607 2.260 -0.828
H -1.927 1.483 -1.384
H -1.454 1.875 0.085
C 3.048 1.347 1.726
P 1.738 0.386 0.877
C 2.929 -0.530 -0.164
C 1.181 -0.495 2.440
C 2.143 -1.238 3.158
C 1.819 -1.909 4.341
C 0.521 -1.869 4.837
C -0.461 -1.169 4.151
C -0.155 -0.481 2.961
P -1.420 0.354 2.024
C -2.993 -0.423 2.539
C -0.880 2.040 2.504
H 3.570 1.984 0.984
H 3.807 0.709 2.219
H 2.588 2.004 2.492
H 3.786 -0.878 0.449
H 2.466 -1.433 -0.601
H 3.338 0.126 -0.953
H 3.162 -1.311 2.810
H 2.576 -2.466 4.876
H 0.271 -2.392 5.753
H -1.454 -1.183 4.568
H -3.151 -0.302 3.627
H -3.847 0.112 2.081
H -3.013 -1.495 2.257
H -0.926 2.137 3.609
H 0.149 2.258 2.168
H -1.564 2.801 2.077
*
```

These are the Löwdin partial charges, in e, on atoms 1 to 5: number 1, O, carries -0.096; number 2, H, carries 0.100; number 3, Pr, carries 0.591; number 4, N, carries -0.346; number 5, N, carries -0.311

=====

Entry from the OMol25 dataset: C15H32NO2PPtSi as an isolated structure in a non-equilibrium geometry (ωB97M-V/def2-TZVPD).

Properties
Maximum force, Eh/bohr: 0.0433
Total energy, Eh: -1545.89473
Gap between HOMO and LUMO (alpha / beta), eV: 6.050 / 5.897

Structure (ORCA input):
```
! wB97M-V def2-TZVPD RIJCOSX def2/J DEFGRID3
* xyz 0 5
Pt -0.165 0.248 0.931
Si -0.650 1.946 2.377
P -2.264 -0.869 0.892
N -0.196 0.107 -1.016
H 0.625 1.645 1.468
C -2.364 -2.315 -0.226
H -3.409 -2.700 -0.204
H -1.646 -3.085 0.117
H -2.077 -1.993 -1.244
C -2.787 -1.535 2.490
H -3.760 -2.035 2.323
H -2.895 -0.701 3.203
H -2.041 -2.264 2.860
C -3.580 0.255 0.333
H -4.546 -0.242 0.517
H -3.460 0.466 -0.740
H -3.516 1.199 0.891
C 0.381 1.901 3.951
H 1.225 1.208 3.880
H -0.262 1.582 4.780
H 0.797 2.903 4.117
H -0.491 3.299 1.748
H -2.086 1.709 2.742
C -0.867 0.872 -1.865
C -1.641 1.144 -4.198
C -0.946 0.422 -3.232
C -1.556 2.086 -1.543
C -2.257 2.799 -2.500
C -2.328 2.322 -3.814
H -1.654 0.797 -5.241
H -0.423 -0.512 -3.442
H -1.484 2.425 -0.503
H -2.760 3.747 -2.216
H -2.917 2.873 -4.560
C 1.129 -2.679 1.191
O 0.355 -2.058 0.337
C 2.587 -2.557 0.875
H 3.129 -2.371 1.814
H 2.677 -1.652 0.235
H 2.946 -3.416 0.274
C 0.628 -2.879 2.579
H -0.205 -3.583 2.628
H 0.196 -1.923 2.931
H 1.438 -3.171 3.247
C 3.711 1.796 -1.723
C 2.668 0.769 -2.101
O 2.401 -0.007 -0.937
H 3.293 2.463 -0.964
H 4.035 2.385 -2.586
H 4.574 1.277 -1.290
H 1.736 1.243 -2.443
H 3.023 0.118 -2.911
H 1.492 -0.397 -1.078
*
```

These are the Löwdin partial charges, in e, on atoms 1 to 5: number 1, Pt, carries 0.813; number 2, Si, carries 0.248; number 3, P, carries 0.683; number 4, N, carries -0.123; number 5, H, carries -0.103

=====

Copy entry 1 word for word.
Entry from the OMol25 dataset: C15H32As2MnN2O5 as an isolated structure in a non-equilibrium geometry (ωB97M-V/def2-TZVPD).

Properties
Maximum force, Eh/bohr: 0.1595
Total energy, Eh: -6698.43740
Gap between HOMO and LUMO (alpha / beta), eV: 5.375 / 7.664

Structure (ORCA input):
```
! wB97M-V def2-TZVPD RIJCOSX def2/J DEFGRID3
* xyz 1 5
O 3.626 -1.947 -0.852
H 4.256 -2.231 0.024
Mn 0.460 0.633 -0.695
N 0.746 2.070 -2.252
N -0.566 -0.172 -2.572
O 1.746 2.950 -2.201
O -1.361 -1.294 -2.786
C -0.223 2.081 -3.197
C -0.914 0.830 -3.375
C -0.465 3.307 -3.987
C -2.014 0.557 -4.304
H 0.259 4.059 -3.639
H -1.504 3.657 -3.795
H -0.335 3.079 -5.048
H -2.952 0.320 -3.789
H -1.810 -0.269 -4.998
H -2.182 1.448 -4.893
H 2.694 1.854 -1.486
H -0.956 -2.068 -2.343
O -1.973 1.487 0.047
H -2.341 1.938 0.839
H -2.542 1.783 -0.671
C 2.352 -2.849 -1.449
H 2.468 -3.534 -0.657
H 2.910 -2.727 -2.379
H 1.198 -2.722 -1.750
O 2.668 0.861 -1.166
H 4.161 -1.090 -1.201
H 3.371 0.701 -0.442
C -2.911 -1.578 0.098
As -1.034 -1.374 0.567
C -0.545 -3.154 1.192
C -1.287 -0.547 2.329
C -2.374 -0.812 3.151
C -2.465 -0.162 4.393
C -1.448 0.706 4.821
C -0.326 0.947 3.984
C -0.262 0.325 2.731
As 1.247 0.598 1.557
C 2.031 2.305 2.096
C 2.510 -0.719 2.295
H -2.960 -1.891 -0.950
H -3.385 -0.600 0.227
H -3.352 -2.329 0.760
H 0.547 -3.255 1.165
H -0.916 -3.268 2.220
H -1.018 -3.884 0.519
H -3.161 -1.495 2.840
H -3.319 -0.337 5.046
H -1.501 1.226 5.798
H 0.493 1.611 4.313
H 2.151 2.310 3.186
H 3.004 2.408 1.591
H 1.339 3.094 1.767
H 3.000 -0.227 3.140
H 1.935 -1.575 2.652
H 3.227 -1.032 1.534
*
```

These are the Löwdin partial charges, in e, on atoms 1 to 5: number 1, O, carries -0.226; number 2, H, carries 0.166; number 3, Mn, carries 0.482; number 4, N, carries -0.161; number 5, N, carries -0.051

=====

Which value of total energy does entry 3 give?
-2275.55872 Eh

=====

Repeat the fourth record exactly.
Entry from the OMol25 dataset: C15H32NO2PPtSi as an isolated structure in a non-equilibrium geometry (ωB97M-V/def2-TZVPD).

Properties
Maximum force, Eh/bohr: 0.0433
Total energy, Eh: -1545.89473
Gap between HOMO and LUMO (alpha / beta), eV: 6.050 / 5.897

Structure (ORCA input):
```
! wB97M-V def2-TZVPD RIJCOSX def2/J DEFGRID3
* xyz 0 5
Pt -0.165 0.248 0.931
Si -0.650 1.946 2.377
P -2.264 -0.869 0.892
N -0.196 0.107 -1.016
H 0.625 1.645 1.468
C -2.364 -2.315 -0.226
H -3.409 -2.700 -0.204
H -1.646 -3.085 0.117
H -2.077 -1.993 -1.244
C -2.787 -1.535 2.490
H -3.760 -2.035 2.323
H -2.895 -0.701 3.203
H -2.041 -2.264 2.860
C -3.580 0.255 0.333
H -4.546 -0.242 0.517
H -3.460 0.466 -0.740
H -3.516 1.199 0.891
C 0.381 1.901 3.951
H 1.225 1.208 3.880
H -0.262 1.582 4.780
H 0.797 2.903 4.117
H -0.491 3.299 1.748
H -2.086 1.709 2.742
C -0.867 0.872 -1.865
C -1.641 1.144 -4.198
C -0.946 0.422 -3.232
C -1.556 2.086 -1.543
C -2.257 2.799 -2.500
C -2.328 2.322 -3.814
H -1.654 0.797 -5.241
H -0.423 -0.512 -3.442
H -1.484 2.425 -0.503
H -2.760 3.747 -2.216
H -2.917 2.873 -4.560
C 1.129 -2.679 1.191
O 0.355 -2.058 0.337
C 2.587 -2.557 0.875
H 3.129 -2.371 1.814
H 2.677 -1.652 0.235
H 2.946 -3.416 0.274
C 0.628 -2.879 2.579
H -0.205 -3.583 2.628
H 0.196 -1.923 2.931
H 1.438 -3.171 3.247
C 3.711 1.796 -1.723
C 2.668 0.769 -2.101
O 2.401 -0.007 -0.937
H 3.293 2.463 -0.964
H 4.035 2.385 -2.586
H 4.574 1.277 -1.290
H 1.736 1.243 -2.443
H 3.023 0.118 -2.911
H 1.492 -0.397 -1.078
*
```

These are the Löwdin partial charges, in e, on atoms 1 to 5: number 1, Pt, carries 0.813; number 2, Si, carries 0.248; number 3, P, carries 0.683; number 4, N, carries -0.123; number 5, H, carries -0.103